[1]
Here is a gas-phase ion, C4H7INO (charge +1) from the Open Molecules 2025 dataset. Energies are from ωB97M-V with the def2-TZVPD basis set.

Results
- HOMO-LUMO gap (spin up / spin down) (eV) = 8.30 / 8.30
- LUMO energy (spin up / spin down) (eV) = -4.722 / -4.723
- ΔE to the lowest compared entry with this formula, charge and spin (kcal/mol) = 118.7
- HOMO energy (spin up / spin down) (eV) = -13.0261 / -13.0256
- net charge = +1

Each line ends with the natural charge from an NBO analysis.
Geometry (Å):
C (-0.137, 1.530, 0.375)  -0.137
C (-0.664, -0.160, 1.768)  0.149
C (1.135, -0.498, 0.386)  0.094
C (-0.489, -0.183, -1.445)  -0.435
N (0.428, 0.481, -0.489)  -0.468
O (0.285, -0.955, 1.427)  -0.473
I (-1.856, -0.594, 3.343)  0.449
H (-1.133, 1.810, 0.016)  0.157
H (1.460, -1.379, -0.176)  0.235
H (1.993, -0.003, 0.862)  0.247
H (-1.254, -0.725, -0.891)  0.236
H (-0.975, 0.571, -2.063)  0.247
H (0.050, -0.872, -2.093)  0.231
H (1.156, 0.978, -1.021)  0.469

[2]
Here is a molecular structure, C18H24F6N5O4S3Sc from the Open Molecules 2025 dataset. Energies are from ωB97M-V with the def2-TZVPD basis set.

Results
- HOMO-LUMO gap (eV) = 6.97
- LUMO energy (eV) = -5.725
- ΔE to the lowest compared entry with this formula, charge and spin (kcal/mol) = 20.2
- HOMO energy (eV) = -12.6940
- net charge = +2

Each line ends with the natural charge from an NBO analysis.
Geometry (Å):
Sc (-12.341, 1.081, 9.979)  1.725
N (-8.604, 2.368, 6.106)  -0.677
C (-9.463, 1.589, 7.115)  -0.032
C (-10.099, 0.437, 6.313)  -0.430
C (-10.890, -0.514, 7.220)  -0.050
N (-12.082, 0.225, 7.708)  -0.906
C (-9.999, -1.126, 8.335)  -0.434
C (-9.216, -0.048, 9.077)  -0.030
N (-10.146, 0.536, 10.176)  -0.947
C (-8.570, 1.059, 8.216)  -0.449
H (-9.127, 3.071, 5.660)  0.445
H (-8.041, 1.780, 5.441)  0.452
H (-7.891, 2.941, 6.562)  0.446
H (-10.158, 2.349, 7.448)  0.250
H (-9.274, -0.072, 5.793)  0.232
H (-10.739, 0.903, 5.554)  0.231
H (-11.200, -1.373, 6.676)  0.232
H (-12.921, -0.389, 7.677)  0.431
H (-12.353, 1.023, 7.052)  0.410
H (-9.350, -1.891, 7.898)  0.256
H (-10.634, -1.693, 9.083)  0.262
H (-8.388, -0.505, 9.633)  0.235
H (-9.687, 1.372, 10.598)  0.425
H (-10.250, -0.173, 10.952)  0.437
H (-7.729, 0.532, 7.721)  0.231
H (-8.102, 1.812, 8.835)  0.251
F (-15.260, -2.777, 8.537)  -0.289
C (-14.964, -2.913, 9.817)  0.788
F (-13.683, -3.450, 9.841)  -0.316
F (-15.823, -3.781, 10.386)  -0.268
S (-14.921, -1.187, 10.665)  2.199
O (-14.022, -0.350, 9.709)  -1.029
O (-16.259, -0.734, 10.889)  -0.829
N (-14.207, -1.463, 12.031)  -1.151
S (-12.752, -0.898, 12.311)  2.164
O (-11.674, -1.523, 11.491)  -0.926
O (-12.686, 0.566, 12.123)  -0.957
C (-12.343, -1.514, 14.075)  0.822
F (-11.993, -2.885, 13.952)  -0.293
F (-11.244, -0.833, 14.486)  -0.288
F (-13.281, -1.381, 14.983)  -0.254
C (-16.036, 1.857, 8.751)  -0.669
C (-15.413, 2.367, 9.991)  0.354
C (-16.249, 2.723, 11.054)  -0.278
C (-15.786, 3.624, 11.997)  -0.043
C (-14.444, 4.067, 11.932)  -0.112
C (-13.876, 5.026, 12.844)  -0.145
C (-12.570, 5.502, 12.693)  -0.193
C (-11.758, 5.002, 11.717)  -0.184
C (-12.238, 4.101, 10.774)  -0.206
S (-11.258, 3.446, 9.552)  -0.339
C (-13.597, 3.596, 10.934)  0.154
N (-14.067, 2.565, 10.083)  -0.633
H (-15.397, 0.996, 8.542)  0.229
H (-16.003, 2.583, 7.953)  0.256
H (-17.053, 1.472, 8.876)  0.254
H (-17.242, 2.271, 11.176)  0.255
H (-16.432, 3.991, 12.752)  0.238
H (-14.470, 5.352, 13.653)  0.226
H (-12.271, 6.379, 13.205)  0.239
H (-10.739, 5.321, 11.607)  0.231

[3]
Here is a gas-phase ion, C5H14N2 (charge -1) from the Open Molecules 2025 dataset. Energies are from ωB97M-V with the def2-TZVPD basis set.

Results
- HOMO-LUMO gap (spin up / spin down) (eV) = 2.75 / 9.43
- LUMO energy (spin up / spin down) (eV) = 4.181 / 4.128
- ΔE to the lowest compared entry with this formula, charge and spin (kcal/mol) = 24.1
- HOMO energy (spin up / spin down) (eV) = 1.4330 / -5.2996
- 2S+1 = 2
- net charge = -1

Each line ends with the natural charge from an NBO analysis.
Geometry (Å):
N (-1.757, -0.381, -0.973)  -0.880
C (-0.711, -0.160, 0.070)  -0.104
C (0.388, 0.914, -0.513)  -0.320
C (1.638, 0.267, -1.070)  -0.924
C (0.530, 2.039, 0.525)  -0.873
C (-0.104, -1.437, 0.681)  -0.327
N (-0.926, -2.151, 1.577)  -0.862
H (-1.402, -1.029, -1.664)  0.343
H (-2.102, 0.444, -1.485)  0.354
H (-1.095, 0.543, 0.777)  0.176
H (-0.066, 1.309, -1.444)  0.168
H (1.420, -0.643, -1.674)  0.187
H (2.301, 0.986, -1.564)  0.205
H (2.157, -0.234, -0.231)  0.187
H (1.075, 2.922, 0.152)  0.201
H (-0.482, 2.336, 0.792)  0.183
H (1.073, 1.697, 1.432)  0.195
H (-0.030, -2.120, -0.225)  0.165
H (0.895, -1.158, 0.997)  0.212
H (-0.909, -1.834, 2.533)  0.350
H (-1.897, -2.312, 1.309)  0.366

[4]
Here is 5 unconnected molecules or ions with the total composition C37H81BBrN2 from the Open Molecules 2025 dataset. Energies are from ωB97M-V with the def2-TZVPD basis set.

Results
- HOMO-LUMO gap (eV) = 7.54
- LUMO energy (eV) = 2.331
- HOMO energy (eV) = -5.2056
- net charge = -1

Each line ends with the Mulliken charge.
Geometry (Å):
C (0.942, -2.059, -2.581)  -0.947
C (2.297, -1.732, -1.780)  -0.297
C (2.119, -0.512, -0.792)  -0.402
Br (3.757, 0.644, -1.024)  -0.356
B (1.746, -0.865, 0.776)  0.802
C (2.759, -0.229, 1.915)  -0.786
C (4.130, -0.967, 2.100)  0.033
N (4.684, -0.532, 3.451)  -0.699
C (1.555, -2.459, 1.134)  -0.763
C (0.135, -3.068, 0.770)  -0.157
C (0.227, -4.652, 0.865)  -1.030
C (-0.198, -5.422, -0.443)  -0.592
N (0.906, -5.633, -1.403)  0.339
C (2.279, -5.449, -1.272)  -0.258
C (2.944, -5.756, -2.515)  -0.626
C (1.891, -6.206, -3.491)  -0.248
C (0.672, -6.096, -2.702)  -0.691
H (1.041, -1.706, -3.641)  0.368
H (0.682, -3.151, -2.529)  -0.067
H (0.117, -1.432, -2.127)  0.311
H (3.009, -1.381, -2.587)  0.592
H (2.769, -2.644, -1.344)  0.157
H (1.279, 0.114, -1.218)  0.288
H (0.663, -0.349, 0.998)  -0.321
H (2.923, 0.885, 1.803)  -0.020
H (2.208, -0.334, 2.906)  0.149
H (4.071, -2.086, 2.146)  0.121
H (4.919, -0.640, 1.361)  0.177
H (5.664, -0.842, 3.494)  0.239
H (4.221, -1.118, 4.161)  0.235
H (2.405, -3.122, 0.771)  -0.075
H (1.625, -2.529, 2.268)  0.159
H (-0.571, -2.748, 1.594)  0.250
H (-0.305, -2.682, -0.183)  0.236
H (1.274, -4.941, 1.171)  0.460
H (-0.444, -5.013, 1.698)  0.404
H (-0.950, -4.761, -0.969)  0.383
H (-0.743, -6.380, -0.223)  0.381
H (2.733, -5.071, -0.324)  0.272
H (4.034, -5.671, -2.711)  0.358
H (2.047, -6.513, -4.544)  0.376
H (-0.313, -6.373, -3.152)  0.269
C (-1.739, 4.945, -2.470)  -1.476
C (-1.441, 5.219, -1.001)  0.987
C (-0.013, 5.705, -0.757)  -0.965
C (1.083, 4.707, -1.141)  -1.021
C (0.994, 3.350, -0.442)  0.685
C (1.139, 3.441, 1.071)  -0.959
H (-1.106, 4.151, -2.870)  0.303
H (-2.779, 4.629, -2.593)  0.416
H (-1.588, 5.844, -3.073)  0.315
H (-1.646, 4.324, -0.411)  -0.741
H (-2.135, 5.988, -0.643)  0.434
H (0.092, 5.975, 0.299)  0.287
H (0.149, 6.632, -1.320)  0.428
H (2.055, 5.160, -0.916)  0.427
H (1.071, 4.549, -2.224)  0.322
H (1.790, 2.709, -0.828)  -0.266
H (0.053, 2.850, -0.693)  0.202
H (2.097, 3.891, 1.344)  0.292
H (1.097, 2.443, 1.514)  0.114
H (0.338, 4.035, 1.520)  0.209
C (1.643, -6.894, -8.410)  -1.079
C (1.576, -8.393, -8.137)  -0.413
C (2.796, -8.923, -7.380)  -0.415
C (4.130, -8.778, -8.116)  -0.717
C (4.191, -9.449, -9.488)  -0.386
C (4.006, -10.961, -9.427)  -1.178
H (2.494, -6.635, -9.044)  0.283
H (0.738, -6.562, -8.925)  0.373
H (1.725, -6.332, -7.477)  0.198
H (1.443, -8.933, -9.079)  0.279
H (0.682, -8.597, -7.539)  0.353
H (2.627, -9.976, -7.134)  0.326
H (2.872, -8.400, -6.421)  0.142
H (4.920, -9.194, -7.482)  0.375
H (4.370, -7.716, -8.232)  0.325
H (5.167, -9.236, -9.935)  0.348
H (3.447, -9.014, -10.162)  0.246
H (4.772, -11.421, -8.798)  0.290
H (4.087, -11.393, -10.427)  0.375
H (3.026, -11.233, -9.030)  0.284
C (-3.277, 3.189, 1.757)  -1.170
C (-3.840, 4.605, 1.787)  -0.179
C (-4.601, 4.919, 3.075)  -0.049
C (-5.842, 4.058, 3.323)  -0.908
C (-6.896, 4.106, 2.217)  -0.438
C (-7.489, 5.494, 2.011)  -1.206
H (-4.067, 2.436, 1.802)  0.358
H (-2.719, 3.021, 0.834)  0.389
H (-2.595, 3.022, 2.595)  0.127
H (-4.479, 4.766, 0.913)  0.290
H (-3.010, 5.313, 1.692)  0.267
H (-4.885, 5.976, 3.066)  0.411
H (-3.921, 4.799, 3.926)  -0.342
H (-6.301, 4.379, 4.266)  0.445
H (-5.540, 3.018, 3.477)  0.354
H (-7.705, 3.417, 2.481)  0.383
H (-6.480, 3.739, 1.275)  0.261
H (-7.955, 5.859, 2.930)  0.293
H (-8.255, 5.467, 1.232)  0.389
H (-6.730, 6.216, 1.701)  0.282
C (-1.793, 7.311, 9.488)  -1.181
C (-0.716, 6.854, 8.514)  -0.391
C (-1.090, 7.086, 7.050)  -0.857
C (-2.325, 6.322, 6.567)  -0.422
C (-2.250, 4.803, 6.722)  -0.522
C (-1.126, 4.171, 5.909)  -1.143
H (-2.726, 6.759, 9.351)  0.282
H (-1.466, 7.150, 10.519)  0.376
H (-2.003, 8.377, 9.365)  0.288
H (-0.486, 5.798, 8.688)  0.231
H (0.205, 7.405, 8.728)  0.371
H (-0.232, 6.828, 6.422)  0.336
H (-1.263, 8.157, 6.894)  0.398
H (-2.488, 6.563, 5.510)  0.254
H (-3.211, 6.687, 7.096)  0.359
H (-3.202, 4.373, 6.393)  0.343
H (-2.141, 4.529, 7.777)  0.410
H (-1.245, 4.390, 4.845)  0.168
H (-1.134, 3.086, 6.032)  0.380
H (-0.145, 4.529, 6.226)  0.337

[5]
Here is C18H28N2O3 in the gas phase from the Open Molecules 2025 dataset. Energies are from ωB97M-V with the def2-TZVPD basis set.

Results
- HOMO-LUMO gap (eV) = 9.14
- LUMO energy (eV) = 0.815
- ΔE to the lowest compared entry with this formula, charge and spin (kcal/mol) = 25.9
- HOMO energy (eV) = -8.3272
- structure (SMILES) = CCOc1ccc(C(=O)NCCN2CCCCC2)c(OCC)c1

Each line ends with the natural charge from an NBO analysis.
Geometry (Å):
C (4.807, -3.320, -3.478)  -0.638
C (5.373, -2.118, -2.725)  -0.062
O (4.393, -1.135, -2.457)  -0.494
C (3.490, -1.335, -1.460)  0.348
C (3.483, -2.396, -0.562)  -0.349
C (2.502, -2.440, 0.408)  -0.108
C (1.509, -1.476, 0.517)  -0.249
C (1.528, -0.393, -0.382)  0.418
C (2.517, -0.341, -1.351)  -0.374
H (2.573, 0.466, -2.063)  0.225
O (0.555, 0.557, -0.252)  -0.530
C (0.698, 1.813, -0.888)  -0.060
C (1.796, 2.666, -0.264)  -0.641
H (2.769, 2.196, -0.384)  0.219
H (1.815, 3.644, -0.738)  0.217
H (1.605, 2.792, 0.799)  0.215
H (-0.273, 2.293, -0.741)  0.194
H (0.862, 1.690, -1.966)  0.173
C (0.535, -1.659, 1.634)  0.673
O (0.833, -2.295, 2.633)  -0.647
N (-0.697, -1.144, 1.446)  -0.618
H (-0.882, -0.536, 0.663)  0.425
C (-1.699, -1.153, 2.482)  -0.229
C (-2.205, 0.269, 2.734)  -0.218
N (-2.832, 0.809, 1.538)  -0.463
C (-4.215, 0.387, 1.405)  -0.219
C (-4.763, 0.782, 0.038)  -0.403
C (-4.670, 2.293, -0.141)  -0.397
C (-3.224, 2.722, 0.075)  -0.404
C (-2.735, 2.254, 1.444)  -0.213
H (-1.688, 2.537, 1.577)  0.199
H (-3.328, 2.754, 2.232)  0.160
H (-2.600, 2.267, -0.696)  0.197
H (-3.127, 3.807, 0.004)  0.208
H (-5.008, 2.582, -1.138)  0.209
H (-5.313, 2.789, 0.591)  0.194
H (-5.798, 0.447, -0.051)  0.209
H (-4.172, 0.288, -0.735)  0.203
H (-4.262, -0.698, 1.517)  0.203
H (-4.844, 0.838, 2.197)  0.159
H (-2.892, 0.270, 3.597)  0.175
H (-1.345, 0.893, 2.986)  0.203
H (-2.528, -1.807, 2.187)  0.185
H (-1.237, -1.562, 3.383)  0.239
H (2.487, -3.246, 1.126)  0.240
H (4.225, -3.176, -0.598)  0.219
H (5.868, -2.434, -1.799)  0.172
H (6.108, -1.602, -3.349)  0.193
H (4.349, -2.990, -4.407)  0.215
H (4.052, -3.829, -2.884)  0.215
H (5.608, -4.018, -3.706)  0.215